{
  "formula": "C5H10O",
  "method": "ωB97M-V with the def2-TZVPD basis set",
  "homo_ha": -0.292,
  "gap_ev": 8.15,
  "total_energy_ev": -7390.8819,
  "de_lowest_kj_mol": 374.7,
  "charge": 0,
  "elements": ["H", "C", "H", "H", "H", "C", "H", "O", "H", "H", "H", "C", "H", "H", "C", "C"],
  "positions_angstrom": [[1.680, -0.860, -1.963], [0.598, 1.525, -0.567], [1.726, 0.105, 0.563], [-0.087, -0.772, -1.804], [-0.084, 0.920, 1.655], [-1.268, -0.839, 1.178], [0.843, -1.868, -0.773], [-1.346, 1.296, 0.044], [-0.555, -1.491, 1.693], [-1.659, -1.338, 0.287], [0.203, 1.758, -1.550], [0.851, -0.880, -1.244], [0.890, 2.377, 0.041], [-2.113, -0.643, 1.851], [0.976, 0.219, -0.217], [-0.655, 0.493, 0.807]]
}



{
  "formula": "C5H10O",
  "method": "ωB97M-V with the def2-TZVPD basis set",
  "homo_ha": -0.348,
  "smiles": "C[C@@H]1[C@H](C)[C@@H]1O",
  "gap_ev": 10.39,
  "total_energy_ev": -7392.2305,
  "de_lowest_kj_mol": 244.6,
  "charge": 0,
  "elements": ["O", "H", "C", "H", "H", "H", "H", "C", "C", "H", "H", "H", "H", "H", "C", "C"],
  "positions_angstrom": [[-0.514, 1.730, -0.335], [-0.443, 0.277, -2.004], [-0.939, -0.510, 0.369], [1.505, -0.356, -0.746], [-2.042, -0.170, -1.632], [-0.722, -1.406, -1.710], [2.098, -1.393, 0.543], [-0.618, 0.886, 0.772], [0.394, -0.189, 1.072], [2.448, 0.342, 0.599], [-1.622, -1.104, 1.025], [0.507, -0.362, 2.155], [-1.101, 1.420, 1.584], [0.378, 1.668, -0.685], [1.687, -0.397, 0.331], [-1.015, -0.436, -1.337]]
}



Which value of charge does entry 2 give?
0